1.
5 unconnected molecules or ions with the total composition CH14N3O4. Source: the Open Molecules 2025 dataset; level of theory: the ωB97M-V functional and the def2-TZVPD basis.

Each line ends with the Mulliken charge.
Geometry (Å):
N -2.011 0.674 1.653  -0.55
C -1.136 -0.157 0.843  0.19
N 0.177 -0.093 1.307  -0.16
N -1.088 0.172 -0.525  -0.16
H -1.583 -1.169 0.848  0.35
H -1.848 1.663 1.539  0.28
H 0.856 0.466 0.785  0.30
H 0.478 -0.749 2.023  0.25
H -1.913 0.390 -1.078  0.38
H -0.410 -0.409 -1.010  0.29
H -0.104 -3.632 -0.778  0.32
H 0.946 -2.414 -0.789  0.37
O 0.096 -2.751 -0.454  -0.60
H 2.158 0.035 -0.746  0.35
H 3.042 -1.300 -1.176  0.24
O 2.179 -0.994 -0.936  -0.70
H 2.381 1.882 -0.154  0.18
H 0.305 1.911 -0.763  0.44
O 1.674 1.242 -0.236  -0.93
H -0.755 2.367 -1.876  0.39
H -1.918 0.469 2.645  0.28
O -0.645 2.072 -0.967  -0.51

Relative energy (zero: lowest compared OMol25 entry of this formula, charge and spin) in kcal/mol: 194.3
Orbital gap in eV: 5.3
HOMO level in hartree: -0.509
DFT total energy in eV: -13912.213
Net charge: +1

***

2.
5 unconnected molecules or ions with the total composition CH14NO4. Source: the Open Molecules 2025 dataset; level of theory: the ωB97M-V functional and the def2-TZVPD basis.

Each line ends with the Mulliken charge.
Geometry (Å):
C -1.444 1.369 0.188  -0.62
N -1.929 -0.045 0.119  -0.36
H -1.266 1.712 1.273  0.27
H -2.091 1.956 -0.511  0.31
H -0.425 1.256 -0.397  0.23
H -2.440 -0.198 1.057  0.37
H -2.583 -0.159 -0.686  0.39
H -1.350 -0.942 -0.136  0.39
H 5.714 4.334 2.093  0.33
H 6.283 2.967 2.085  0.33
O 5.777 3.575 1.492  -0.65
H -1.430 -3.805 -3.335  0.34
H -0.622 -4.087 -4.584  0.33
O -0.735 -3.354 -3.942  -0.66
H -0.185 -2.079 -2.096  0.35
H 0.517 -0.718 -1.745  0.31
O -0.233 -1.303 -1.442  -0.66
H 0.119 -0.513 3.643  0.32
H -0.936 0.401 3.690  0.31
O -0.742 -0.368 3.235  -0.61

Relative energy (zero: lowest compared OMol25 entry of this formula, charge and spin) in kcal/mol: 54.7
Orbital gap in eV: 10.2
HOMO level in hartree: -0.489
DFT total energy in eV: -10936.984
Net charge: +1

***

3.
5 unconnected molecules or ions with the total composition CH14NO4. Source: the Open Molecules 2025 dataset; level of theory: the ωB97M-V functional and the def2-TZVPD basis.

Each line ends with the Mulliken charge.
Geometry (Å):
C -0.525 -0.535 1.857  -0.79
N -1.014 -0.890 0.518  -0.21
H -1.150 -0.897 2.673  0.35
H 0.437 -1.012 2.004  0.34
H -0.319 0.528 1.894  0.32
H -1.922 -0.490 0.269  0.38
H -1.052 -1.898 0.379  0.39
H -0.335 -0.588 -0.213  0.24
H -4.625 4.649 2.989  0.33
H -3.188 5.093 3.070  0.33
O -3.729 4.293 3.011  -0.66
H 0.836 2.767 -1.271  0.32
H 2.093 2.173 -0.694  0.33
O 1.187 1.927 -0.947  -0.67
H 1.104 0.109 -1.677  0.35
H 0.948 -1.323 -2.282  0.33
O 0.588 -0.709 -1.631  -0.69
H 3.498 -5.144 -3.558  0.32
H 3.986 -3.754 -3.166  0.33
O 3.182 -4.298 -3.223  -0.65

Relative energy (zero: lowest compared OMol25 entry of this formula, charge and spin) in kcal/mol: 24.2
Orbital gap in eV: 10.7
HOMO level in hartree: -0.504
DFT total energy in eV: -10938.308
Net charge: +1

***

no.,largest force on an atom (eV/A)
1,2.22
2,3.71
3,1.12